ORCA calculation (ωB97M-V/def2-TZVPD) on C11H14BEuN7S as an isolated structure.

XYZ file:
```
35
Properties=species:S:1:pos:R:3:forces:R:3
H -2.177107 -3.010960 -0.619542 -0.18 -0.22 0.18
N -0.884673 -1.387463 -0.881971 -0.89 -2.97 -5.05
B 0.685168 0.411271 -1.783799 0.24 0.01 -0.32
N -0.221278 -0.837911 -1.969619 -0.77 -0.75 0.70
C -0.517364 -1.554249 -3.064441 -0.40 -0.41 0.47
Eu -0.564423 -0.343016 0.901873 -2.39 -0.90 2.92
H -0.091411 -1.277383 -4.017058 -0.07 -0.08 0.03
C -1.386734 -2.592836 -2.708021 0.11 0.36 0.60
H -1.812787 -3.345245 -3.349559 0.05 0.06 -0.04
C -1.591199 -2.446037 -1.312726 1.17 1.02 -1.73
H 1.159816 0.722392 -2.836717 0.00 0.02 -0.01
C -0.295185 0.522097 2.931102 1.16 2.27 4.03
H -0.863474 0.013770 3.739347 2.33 3.18 0.77
H -0.658868 1.528979 2.820630 0.09 1.01 0.02
H 0.754035 0.455666 3.140768 1.05 0.47 0.26
N 1.820087 0.075679 -0.778300 0.17 -0.41 1.23
N -0.167459 1.584884 -1.227916 -0.79 0.45 0.88
N 1.511403 -0.324847 0.514306 4.63 0.11 -1.18
N -0.828689 1.453249 -0.017340 -0.77 6.24 -3.50
C 3.154580 0.073462 -0.923484 -0.01 -0.21 0.67
C -0.433866 2.798478 -1.736257 -0.36 -0.01 0.63
H 3.590934 0.356464 -1.869529 0.05 -0.03 0.10
H -0.006443 3.088089 -2.683998 -0.06 0.06 0.06
C 3.741951 -0.329254 0.281340 -0.65 -0.02 0.10
C -1.279139 3.483712 -0.855607 0.04 -0.60 0.34
C 2.658612 -0.571567 1.162795 0.31 0.65 -2.10
C -1.502626 2.588011 0.220473 1.09 0.24 -2.03
H 4.791549 -0.437211 0.499982 -0.05 0.03 -0.09
H -1.680499 4.477168 -0.965428 0.06 -0.04 -0.06
H 2.636006 -0.898931 2.180983 0.05 -0.07 0.27
H -2.085969 2.686386 1.111881 -0.15 0.12 0.25
H -0.452322 -1.871856 1.882673 0.70 -3.46 1.57
S -1.662450 -1.209415 2.824148 -6.43 -6.18 1.19
C -2.421339 -1.763387 4.260467 7.88 5.23 -14.20
N -2.918835 -2.118187 5.128541 -7.22 -5.14 13.01
```
Positions in Å, forces in eV/Å.

## Properties
⟨S²⟩ = 15.98
HOMO-LUMO gap (alpha / beta) = 6.19 / 6.03 eV
Spin multiplicity = 8
Energy relative to the best compared isomer or geometry (same formula, charge and spin) = 974.5 kJ/mol
HOMO energy (alpha / beta) = -5.9 / -6.0 eV